Here is a structure of composition C73H123AsF6N10O3 from OMol25. Energies are from the ωB97M-V functional and the def2-TZVPD basis.

Computed properties:
- Lowest unoccupied orbital energy: -13.8181 eV
- ΔE to the lowest compared entry with this formula, charge and spin: 0.0 kJ/mol
- HOMO level: -15.6 eV
- E_tot: -6460.50792 a.u.
- Gap between HOMO and LUMO: 0.0649 Ha

Structure (ORCA input):
```
! wB97M-V def2-TZVPD RIJCOSX def2/J DEFGRID3
* xyz 8 1
C 7.5185 3.0625 14.5633
N 6.6339 2.6358 13.4216
C 6.9827 1.5782 12.7110
C 6.1968 1.2338 11.6176
C 5.1176 1.9527 11.1376
C 4.7778 3.0753 11.8953
C 5.5348 3.3093 13.0610
C 4.2610 1.5471 9.9572
C 2.8893 1.6217 9.9655
C 2.1162 1.2358 8.8590
N 2.7777 0.8398 7.7346
C 4.1096 0.6705 7.7916
C 4.8852 1.1167 8.8801
C 2.0205 0.5337 6.5341
H 7.5046 2.2519 15.2919
H 7.1060 3.9911 14.9577
H 8.5469 3.1994 14.2290
H 7.8379 1.0079 13.0423
H 6.4114 0.2491 11.2295
H 4.0027 3.7452 11.5535
H 5.2303 4.1902 13.6066
H 2.3218 1.8334 10.8596
H 1.0428 1.3280 8.7832
H 4.5021 0.3616 6.8340
H 5.9410 0.9267 8.7548
H 1.9457 1.4018 5.8792
H 0.9846 0.3032 6.7831
H 2.4183 -0.3653 6.0633
C 4.1721 -4.4583 0.7474
N 4.2037 -4.5756 2.2345
C 3.1814 -5.1695 2.9217
C 3.2966 -5.2727 4.3209
C 4.3542 -4.6664 5.0017
C 5.2235 -3.8512 4.2517
C 5.2342 -3.9486 2.8728
C 4.6124 -4.9024 6.3994
C 3.7304 -4.5336 7.4008
C 4.0695 -4.5848 8.7647
N 5.2215 -5.1407 9.1925
C 6.1264 -5.6169 8.2231
C 5.8558 -5.4546 6.8379
C 5.5683 -5.0600 10.5664
H 3.7763 -3.4773 0.4844
H 3.6675 -5.2318 0.1684
H 5.1933 -4.4997 0.3687
H 2.4515 -5.6841 2.3145
H 2.4714 -5.7453 4.8328
H 5.9892 -3.3835 4.8529
H 6.0301 -3.4087 2.3815
H 2.7563 -4.0808 7.2888
H 3.3737 -4.2227 9.5071
H 6.9932 -6.0938 8.6562
H 6.5952 -5.7624 6.1134
H 6.3168 -5.7771 10.9035
H 4.6995 -5.1938 11.2109
H 6.0263 -4.0751 10.6579
C -2.2898 -0.3513 -7.6790
N -2.3811 -0.4497 -9.1596
C -1.2539 -0.4748 -9.9422
C -1.4030 -0.5651 -11.3347
C -2.6386 -0.6751 -11.9878
C -3.7646 -0.6542 -11.1288
C -3.5887 -0.5766 -9.7358
C -2.7939 -0.7102 -13.4448
C -3.6891 -1.5864 -14.0726
C -3.8934 -1.4954 -15.4495
N -3.2778 -0.5516 -16.1696
C -2.3161 0.2181 -15.5949
C -2.0441 0.1372 -14.2348
C -3.6028 -0.4511 -17.5948
H -1.3836 -0.9000 -7.4222
H -3.1706 -0.8397 -7.2620
H -2.3141 0.7149 -7.4540
H -0.3150 -0.4090 -9.4127
H -0.5206 -0.6339 -11.9536
H -4.7828 -0.5989 -11.4844
H -4.4105 -0.4027 -9.0569
H -4.3509 -2.2895 -13.5889
H -4.6339 -2.0786 -15.9768
H -1.9226 0.9928 -16.2362
H -1.3501 0.8290 -13.7808
H -2.7803 0.0789 -18.0752
H -4.5572 0.0752 -17.6075
H -3.7556 -1.4112 -18.0876
C 6.7452 -1.6334 -4.7905
C 7.6092 -0.9351 -5.8667
C 6.9129 0.2981 -6.4364
C 6.6882 1.4572 -5.4793
N 5.6315 2.4508 -5.9303
C 5.7426 3.5250 -4.8507
C 4.2290 3.8952 -4.6113
C 3.6584 2.4563 -4.6568
C 4.2175 1.7833 -5.8670
C 5.9166 3.0433 -7.3463
H 6.7131 -1.0645 -3.8613
H 7.2365 -2.6052 -4.7434
H 5.7366 -1.8374 -5.1499
H 7.7694 -1.5784 -6.7319
H 8.5538 -0.7134 -5.3701
H 5.9969 -0.0133 -6.9383
H 7.6540 0.5695 -7.1883
H 7.6227 2.0077 -5.3713
H 6.4353 1.0563 -4.4978
H 6.3453 4.3896 -5.1290
H 6.1384 3.0605 -3.9475
H 3.9390 4.4345 -5.5130
H 4.0781 4.5346 -3.7415
H 2.5776 2.4267 -4.7946
H 3.9300 1.9561 -3.7272
H 3.7783 2.2602 -6.7433
H 4.2436 0.6939 -5.8896
H 5.5443 2.3537 -8.1039
H 6.9240 3.3742 -7.5987
H 5.3437 3.9692 -7.3990
C 0.1932 12.6933 3.9665
C -0.3049 11.2253 4.1392
C 0.4624 10.2306 3.1591
C -0.1003 8.7422 3.2698
N 0.4261 7.7228 2.2540
C 0.1069 8.1376 0.8235
C 0.1636 6.8718 -0.0284
C -0.1972 5.6990 0.9415
C -0.2678 6.3470 2.3468
C 1.9289 7.7071 2.3713
H 0.1282 12.9930 2.9206
H 1.2640 12.8087 4.1341
H -0.1828 13.4985 4.5977
H -1.3895 11.2261 4.0312
H -0.2456 10.9025 5.1786
H 1.5391 10.2480 3.3281
H 0.4900 10.6304 2.1454
H -1.1829 8.7187 3.1449
H 0.1145 8.1996 4.1905
H 0.8436 8.8059 0.3777
H -0.8680 8.6247 0.8039
H 1.1980 6.7852 -0.3609
H -0.4611 6.8941 -0.9213
H 0.6100 4.9671 0.9125
H -1.1027 5.1864 0.6168
H 0.2679 5.7901 3.1155
H -1.2801 6.6121 2.6519
H 2.1485 7.4875 3.4161
H 2.3932 8.6681 2.1498
H 2.3905 6.9353 1.7555
C -6.4808 -5.0385 -3.1859
C -4.9773 -4.9418 -2.9504
C -4.2832 -5.8984 -1.8682
C -4.3712 -7.4163 -2.2507
N -3.8380 -8.3936 -1.1936
C -4.4232 -9.8733 -1.3710
C -3.3219 -10.8362 -0.9180
C -2.1049 -9.9956 -0.6736
C -2.3605 -8.6079 -1.2835
C -4.1333 -7.9113 0.2438
H -6.7906 -6.0587 -3.4124
H -6.7539 -4.4519 -4.0631
H -7.0582 -4.7739 -2.3000
H -4.8505 -3.8993 -2.6585
H -4.4164 -5.0220 -3.8816
H -4.7957 -5.8239 -0.9091
H -3.2813 -5.4755 -1.7947
H -4.0601 -7.6487 -3.2692
H -5.4264 -7.6795 -2.3249
H -5.3873 -9.8922 -0.8627
H -4.5868 -10.0211 -2.4385
H -3.6280 -11.3867 -0.0284
H -3.1577 -11.5822 -1.6956
H -1.9604 -9.8231 0.3930
H -1.1440 -10.4445 -0.9254
H -1.8217 -7.7577 -0.8652
H -2.0725 -8.7182 -2.3290
H -3.5790 -7.0562 0.6305
H -3.8995 -8.7505 0.8989
H -5.1941 -7.6707 0.3150
C -9.5886 3.1068 -2.4929
C -9.5519 3.0604 -0.9453
C -8.5645 1.9794 -0.5168
C -8.4469 1.9991 0.9906
N -7.2908 1.1169 1.4793
C -7.2932 1.0258 3.0137
C -6.2545 2.0734 3.5016
C -5.1364 2.0061 2.4596
C -5.8797 1.7692 1.1667
C -7.3973 -0.2850 0.8893
H -10.3368 2.5549 -3.0619
H -8.5846 2.8508 -2.8313
H -9.7019 4.1542 -2.7723
H -10.5800 2.9162 -0.6134
H -9.1698 4.0023 -0.5516
H -7.6169 2.2968 -0.9520
H -8.9914 1.0052 -0.7550
H -9.4158 1.7683 1.4334
H -8.1824 2.9945 1.3473
H -6.9332 0.0702 3.3948
H -8.2689 1.1937 3.4697
H -5.9081 1.8981 4.5201
H -6.6690 3.0803 3.4533
H -4.5562 1.1392 2.7757
H -4.5482 2.9178 2.3551
H -5.3257 1.0436 0.5711
H -6.0441 2.6224 0.5086
H -7.1884 -0.2249 -0.1789
H -8.4134 -0.6200 1.0977
H -6.6471 -0.9590 1.3028
As -0.5471 -1.1066 -0.3043
F -1.4250 -0.5986 -1.8240
F -1.0945 0.3617 0.4690
F 0.2796 -1.6121 1.2462
F 0.0754 -2.6255 -1.0572
F 0.9115 -0.3298 -0.9054
F -2.0911 -1.9548 0.2093
O -2.5199 -3.2570 4.0154
C -1.9299 -4.2649 4.6138
O -1.6919 -5.2673 3.8586
O -1.4785 -4.2326 5.7223
H -2.4637 -3.7018 3.1665
*
```